[1]
The following is a DFT calculation (ωB97M-V/def2-TZVPD) of a single C18H23N5O3S molecule.

Last column: natural (NBO) charge in e.
Element x y z (Å)
O -1.26 -3.56 2.77  -0.614
O 1.07 4.05 -4.22  -0.924
O -1.26 3.46 -4.04  -0.948
N 2.19 -0.81 4.06  -0.265
C -0.84 -2.42 2.99  0.677
C 1.06 -0.87 3.35  0.169
C 0.43 -2.13 3.64  -0.285
C 1.30 -2.86 4.35  0.257
C -1.05 0.28 0.54  -0.282
C 1.25 1.13 1.87  -0.147
C 0.55 -0.03 2.25  -0.112
C -0.72 -0.45 1.68  0.276
C -0.32 1.42 0.09  0.016
C 0.87 1.80 0.71  -0.061
N 2.49 -2.08 4.58  -0.369
N -1.49 -1.51 2.19  -0.448
N 0.85 0.09 -6.09  -0.834
N 0.24 3.01 -1.93  -0.686
C 1.04 -4.30 4.89  -0.680
C -0.88 2.27 -1.17  -0.229
C -3.10 -2.64 0.55  -0.624
C 1.66 3.05 0.21  -0.426
C -2.92 -1.64 1.76  -0.219
C 1.65 3.09 -1.38  -0.204
C -0.08 1.15 -5.67  -0.235
C 0.40 1.46 -4.27  -0.686
S 0.11 3.10 -3.72  2.278
H -2.03 -0.05 0.18  0.212
H 2.21 1.34 2.24  0.228
H 3.40 -2.38 4.88  0.428
H 0.68 -0.11 -7.08  0.368
H 0.71 -0.75 -5.52  0.354
H 1.69 -5.09 4.57  0.229
H 0.02 -4.65 4.51  0.269
H 1.09 -4.41 5.97  0.227
H -1.53 1.58 -1.74  0.215
H -1.57 2.97 -0.77  0.212
H -2.54 -3.56 0.67  0.243
H -2.95 -2.17 -0.40  0.198
H -4.10 -2.91 0.44  0.211
H 2.66 3.19 0.54  0.227
H 1.24 4.07 0.44  0.221
H -3.50 -0.70 1.58  0.220
H -3.46 -2.02 2.66  0.225
H 2.05 4.07 -1.70  0.231
H 2.15 2.20 -1.72  0.179
H 0.23 2.10 -6.23  0.213
H -1.19 0.98 -5.70  0.200
H 1.55 1.47 -4.21  0.263
H -0.05 0.77 -3.57  0.235

Computed properties:
**SMILES**: CCn1c(=O)c2c(C)[nH]nc2c2cc3c(cc21)CN(S(=O)(=O)CCN)CC3
**HOMO energy**: -8.194 eV
**Max |F|**: 0.1161 hartree/bohr
**Energy above the lowest of the compared OMol25 structures with the same formula, charge and spin**: 95.25 kcal per mole
**Total charge**: 0



[2]
The following is a DFT calculation (ωB97M-V/def2-TZVPD) of a gas-phase ion, C18H23N5O8P (charge -1).

Last column: natural (NBO) charge in e.
Element x y z (Å)
C -7.34 -0.36 -0.62  -0.594
H -7.20 -1.46 -0.63  0.190
C -6.39 0.38 0.36  -0.350
C -5.03 -0.17 0.26  -0.547
C -4.23 0.32 1.21  0.690
O -4.74 1.16 2.26  -0.720
N -3.00 0.06 1.53  -0.569
C -2.18 -0.61 0.43  0.379
N -2.75 -1.29 -0.55  -0.517
C -1.87 -2.13 -1.21  0.299
N -0.67 -2.07 -1.08  -0.500
C -0.17 -1.49 -0.20  0.442
N 1.25 -1.70 0.19  -0.421
C 1.27 -0.57 1.40  0.311
N 0.07 -0.21 1.56  -0.501
C -0.86 -0.78 0.90  0.014
H 2.20 -0.55 1.91  0.267
C 2.31 -2.11 -0.35  0.206
O 3.34 -2.65 0.33  -0.528
C 4.49 -2.10 0.55  0.073
C 4.71 -1.34 1.63  -0.152
O 4.18 0.06 1.75  -0.825
P 5.36 0.99 0.73  2.543
O 4.67 2.21 0.49  -1.172
O 6.71 0.95 1.03  -1.145
O 5.51 -0.13 -0.70  -0.857
C 4.63 -1.43 -0.82  0.076
H 5.05 -1.68 -1.69  0.211
C 3.06 -0.95 -1.02  0.055
O 2.84 0.28 -0.50  -0.539
C 1.94 1.22 -1.25  0.854
O 1.35 0.78 -2.36  -0.622
C 1.79 2.42 -0.40  -0.543
H 1.48 1.97 0.59  0.256
C 0.67 3.24 -1.00  -0.322
C -0.67 2.96 -0.75  -0.572
H -0.88 2.63 0.10  0.200
H -1.46 3.46 -0.93  0.209
H -0.83 1.84 -1.28  0.155
H 0.67 4.42 -0.44  0.149
H 0.96 3.35 -1.91  0.201
H 2.61 2.90 -0.13  0.309
H 2.83 -0.94 -2.18  0.207
H 4.19 -1.96 2.58  0.173
H 5.74 -1.26 1.84  0.233
H 5.40 -3.04 0.38  0.188
H 1.99 -2.86 -1.12  0.176
H -2.28 -2.76 -1.97  0.168
H -2.34 0.73 1.98  0.444
H -4.80 0.21 -0.64  0.253
H -4.96 -1.17 0.31  0.257
H -6.59 1.42 0.25  0.216
H -6.75 0.07 1.27  0.206
H -6.96 -0.16 -1.59  0.188
H -8.32 -0.12 -0.50  0.201

Computed properties:
**SMILES**: CCCC(=O)Nc1ncnc2c1ncn2[C@@H]1O[C@@H]2CO[P@@](=O)([O-])O[C@@H]2[C@@H]1OC(=O)CCC
**HOMO energy**: -5.743 eV
**Max |F|**: 0.2955 hartree/bohr
**Energy above the lowest of the compared OMol25 structures with the same formula, charge and spin**: 432.22 kcal per mole
**Total charge**: -1